Entry from the OMol25 dataset: one molecule with the formula C12H14N2O3 at a distorted geometry (ωB97M-V/def2-TZVPD).

## Properties
Max |F| ... 5.91 eV Å⁻¹
HOMO-LUMO gap ... 8.761 eV
HOMO ... -0.298 Eh

Last column: natural (NBO) charge in e.
Geometry (Å):
C 5.0427 0.9133 -0.4915  -0.64
C 4.1529 1.5895 0.6355  -0.07
O 3.4483 0.6291 1.4376  -0.48
C 2.1381 0.3050 1.0528  0.83
N 1.4358 0.9210 0.0696  -0.59
C 0.0075 0.6755 -0.2223  0.24
C -0.6394 1.4118 -1.1802  -0.32
C -1.9416 1.0774 -1.4544  0.23
N -2.6113 1.5935 -2.5410  -0.80
C -2.6079 0.1027 -0.6325  -0.32
C -1.9943 -0.6420 0.4217  0.21
C -2.9396 -1.4708 1.1865  -0.46
C -3.2110 -2.8691 0.6389  -0.60
C -0.5853 -0.3757 0.5797  -0.28
C 0.3197 -1.0836 1.4989  0.75
O -0.2336 -2.0994 1.9945  -0.59
O 1.6352 -0.8050 1.6563  -0.46
H 4.5231 0.2590 -1.2273  0.22
H 5.8575 0.2473 -0.0845  0.21
H 5.5082 1.7795 -0.9607  0.21
H 3.4805 2.3604 0.1935  0.21
H 4.8325 2.0601 1.3537  0.19
H -0.0772 2.0808 -1.8183  0.22
H -2.1480 2.2524 -3.1435  0.39
H -3.5982 1.3425 -2.7539  0.40
H -3.6664 -0.0418 -0.8716  0.20
H -2.6576 -1.5886 2.1463  0.23
H -3.7924 -0.8305 1.2069  0.21
H -2.3605 -3.5940 0.8519  0.23
H -4.1000 -3.3922 0.9396  0.21
H -3.2177 -2.8081 -0.4822  0.20